Computed, not measured: 2 unconnected molecules or ions with the total composition C5H13N2 in a non-equilibrium geometry, with ωB97M-V/def2-TZVPD.

The geometry in ORCA input format:
```
! RIJCOSX wB97M-V def2-TZVPD def2/J DEFGRID3
* xyz 1 1
C 2.552 0.364 -0.284
C 2.982 -0.497 0.670
C -1.569 1.221 0.929
C -1.242 0.077 -1.295
C -0.084 -0.779 0.727
N 2.271 1.063 -1.197
N -1.309 -0.081 0.254
H 2.257 -1.123 1.211
H 3.757 -1.277 0.213
H 3.574 0.239 1.299
H -1.732 1.073 1.977
H -0.725 1.758 0.882
H -2.395 1.735 0.580
H -1.411 -0.867 -1.994
H -2.025 0.754 -1.707
H -0.310 0.518 -1.523
H 0.176 -1.787 0.404
H -0.073 -0.593 1.747
H 2.853 1.601 -1.826
H -2.162 -0.564 0.401
*
```

Results
Lowest unoccupied orbital energy (alpha / beta) (eV): -4.29 / -4.29
HOMO-LUMO gap (alpha / beta) (Ha): 0.225 / 0.225
ΔE to the lowest compared entry with this formula, charge and spin (eV): 6.897
E_HOMO (alpha / beta) (Ha): -0.3827 / -0.3828
E (eV): -8363.9133

Here are the natural (NBO) charges for atoms 1 to 6, given in e:
1. C 0.691
2. C -0.804
3. C -0.395
4. C -0.426
5. C -0.726
6. N -0.523